Molecular formula: C21H25N4NiO2PSbSe4
Method: DFT, ωB97M-V with the def2-TZVPD basis set

The geometry in ORCA input format:
```
! wB97M-V def2-TZVPD RIJCOSX def2/J DEFGRID3
* xyz -1 3
Ni 1.60 -0.01 -1.04
Se 0.22 0.65 -6.72
Sb -0.51 0.87 -4.40
Se 3.33 0.32 -2.63
Se 1.39 -0.72 -3.15
Se -0.73 3.25 -3.86
C -0.98 -0.97 4.00
C -1.74 -1.51 2.97
C -1.60 -1.03 1.68
C -0.71 0.00 1.41
C 0.07 0.52 2.45
C -0.07 0.04 3.73
P -0.35 0.61 -0.27
C -1.91 0.32 -1.15
C -2.10 -0.96 -1.68
C -3.22 -1.26 -2.43
C -4.15 -0.27 -2.69
C -3.95 1.02 -2.20
C -2.84 1.31 -1.44
C -0.32 2.40 0.00
C -1.17 3.06 0.88
C -1.08 4.43 1.02
C -0.15 5.15 0.28
C 0.69 4.50 -0.61
C 0.61 3.13 -0.74
H -1.10 -1.34 5.01
H -2.44 -2.30 3.18
H -2.20 -1.45 0.88
H 0.78 1.30 2.23
H 0.53 0.46 4.53
H -1.33 -1.71 -1.51
H -3.35 -2.25 -2.84
H -5.02 -0.49 -3.29
H -4.67 1.80 -2.43
H -2.67 2.32 -1.10
H -1.89 2.49 1.46
H -1.74 4.95 1.71
H -0.09 6.22 0.38
H 1.39 5.06 -1.21
H 1.28 2.60 -1.42
C 0.61 -5.24 0.82
N 1.22 -3.93 0.76
C 1.38 -3.17 -0.35
N 0.98 -3.67 -1.53
O 1.95 -2.08 -0.25
H 0.83 -5.68 1.79
H 1.03 -5.88 0.05
H -0.48 -5.19 0.69
H 1.37 -3.44 1.63
H 0.35 -4.45 -1.59
H 1.03 -3.03 -2.33
N 4.44 1.43 1.81
C 3.57 0.57 1.19
N 3.73 -0.75 1.49
O 2.64 0.99 0.53
H 5.34 1.09 2.10
H 4.40 2.38 1.48
H 4.63 -1.09 1.79
H 3.16 -1.37 0.93
*
```

As for the HOMO energy (alpha / beta): -3.1 / -3.4 eV. As for the relative energy (zero: lowest compared OMol25 entry of this formula, charge and spin): 6.5 kcal/mol. The lowest unoccupied orbital energy (alpha / beta) comes out at 2.1 / 1.5 eV. The HOMO-LUMO gap (alpha / beta) comes out at 5.128 / 4.920 eV. Its expectation value of S² is 2.056. Its total energy is -12880.574275 hartree.

Atomic partial charges in e from the Löwdin method, atoms 1 to 5: -0.439 -0.270 0.108 0.081 -0.002



Molecular formula: C21H25N5O3S
Method: DFT, ωB97M-V with the def2-TZVPD basis set

The geometry in ORCA input format:
```
! wB97M-V def2-TZVPD RIJCOSX def2/J DEFGRID3
* xyz 0 1
C 0.85 3.51 2.08
C -0.39 2.97 1.38
H -1.13 3.77 1.25
O 0.01 2.48 0.10
C -0.92 1.85 -0.67
C -2.27 1.77 -0.36
C -3.14 1.10 -1.20
C -2.68 0.47 -2.34
C -1.34 0.57 -2.67
C -0.45 1.28 -1.87
C 0.97 1.47 -2.32
N 1.97 1.13 -1.32
C 2.60 -0.05 -1.34
O 2.42 -0.88 -2.21
C 3.65 -0.25 -0.24
C 4.16 -1.69 -0.29
H 4.56 -1.90 -1.29
C 3.00 -2.66 -0.01
N 2.06 -2.06 0.91
C 0.77 -1.88 0.63
N 0.00 -1.11 1.32
N -1.30 -1.24 0.95
C -1.56 -2.11 -0.05
N -2.73 -2.41 -0.50
C -3.78 -1.81 0.11
C -3.62 -0.93 1.14
C -2.33 -0.55 1.62
O -2.07 0.26 2.49
H -4.47 -0.47 1.62
C -5.12 -2.19 -0.43
H -5.92 -1.83 0.21
H -5.19 -3.28 -0.52
H -5.24 -1.77 -1.42
S -0.07 -2.82 -0.63
C 2.67 -1.18 1.88
H 3.50 -1.73 2.34
C 3.17 0.09 1.19
H 2.35 0.80 1.16
H 3.98 0.53 1.77
H 1.94 -0.94 2.65
H 3.38 -3.59 0.42
H 2.48 -2.89 -0.95
H 4.96 -1.82 0.43
H 4.48 0.43 -0.50
H 2.04 1.76 -0.54
H 1.17 0.85 -3.19
H 1.12 2.53 -2.59
H -0.97 0.10 -3.56
H -3.35 -0.08 -2.97
H -4.19 1.06 -0.94
H -2.65 2.23 0.54
H -0.84 2.16 1.97
H 1.33 4.27 1.46
H 1.56 2.71 2.28
H 0.56 3.96 3.02
*
```

As for the HOMO energy: -8.2 eV. As for the relative energy (zero: lowest compared OMol25 entry of this formula, charge and spin): 42.6 kcal/mol. The lowest unoccupied orbital energy comes out at 0.7 eV. The HOMO-LUMO gap comes out at 8.832 eV. Its total energy is -1712.963375 hartree. The SMILES is CCOc1ccccc1CNC(=O)C1CCN(c2nn3c(=O)cc(C)nc3s2)CC1.

Atomic partial charges in e from the Löwdin method, atoms 1 to 5: -0.055 -0.236 0.127 -0.066 -0.215



Molecular formula: C21H25N6O2PPdS4Se
Method: DFT, ωB97M-V with the def2-TZVPD basis set

The geometry in ORCA input format:
```
! wB97M-V def2-TZVPD RIJCOSX def2/J DEFGRID3
* xyz -2 1
Pd -0.10 2.88 1.00
S 1.37 4.64 1.40
S 0.89 4.72 3.36
S 1.68 2.93 4.10
S 0.73 1.56 2.88
Se -4.14 4.52 1.89
N -4.33 5.36 0.27
C -3.22 5.14 -0.42
C -2.93 5.60 -1.70
C -1.69 5.29 -2.26
C -0.78 4.51 -1.58
N -1.05 4.02 -0.36
C -2.21 4.33 0.23
N -2.47 3.89 1.46
H -3.66 6.19 -2.25
H -1.44 5.66 -3.25
H 0.18 4.25 -2.01
C 2.74 -5.06 -1.45
C 1.40 -4.78 -0.83
C 0.24 -5.37 -1.31
C -0.99 -5.10 -0.74
C -1.10 -4.20 0.33
N -2.36 -4.02 0.89
C -2.77 -3.20 1.93
O -3.54 -3.65 2.78
N -2.34 -1.91 1.98
C -1.97 -1.00 0.99
C -1.95 -1.29 -0.39
C -1.59 -0.27 -1.25
C -1.25 0.97 -0.77
N -1.27 1.26 0.54
C -1.64 0.30 1.39
C 0.06 -3.60 0.81
C 1.28 -3.90 0.25
H 2.71 -5.95 -2.08
H 3.49 -5.20 -0.67
H 3.06 -4.21 -2.06
H 0.29 -6.06 -2.14
H -1.88 -5.59 -1.11
H -2.97 -4.82 0.79
H -2.55 -1.47 2.87
H -2.24 -2.26 -0.76
H -1.57 -0.45 -2.32
H -0.97 1.78 -1.44
H -1.68 0.57 2.44
H 0.01 -2.91 1.65
H 2.18 -3.45 0.65
C 3.96 0.57 -1.64
P 2.64 1.10 -0.47
C 3.58 1.60 1.01
C 1.76 -0.44 -0.03
O 1.76 2.14 -1.04
H 4.55 -0.25 -1.23
H 4.62 1.42 -1.82
H 3.52 0.26 -2.58
H 4.30 0.85 1.31
H 2.85 1.75 1.81
H 4.07 2.56 0.80
H 2.44 -1.24 0.23
H 1.14 -0.74 -0.88
H 1.11 -0.21 0.82
*
```

As for the HOMO energy (alpha / beta): 1.2 / 1.7 eV. As for the relative energy (zero: lowest compared OMol25 entry of this formula, charge and spin): 32.4 kcal/mol. The lowest unoccupied orbital energy (alpha / beta) comes out at 3.6 / 3.6 eV. The HOMO-LUMO gap (alpha / beta) comes out at 2.381 / 1.885 eV. Its total energy is -5757.780739 hartree.

Atomic partial charges in e from the Löwdin method, atoms 1 to 5: 0.468 -0.023 -0.172 -0.171 -0.035



Molecular formula: C21H25N6O2Ru
Method: DFT, ωB97M-V with the def2-TZVPD basis set

The geometry in ORCA input format:
```
! wB97M-V def2-TZVPD RIJCOSX def2/J DEFGRID3
* xyz 2 2
Ru -0.84 0.18 -0.71
N 3.17 0.82 -2.35
C 2.03 0.98 -1.69
N 1.13 0.04 -1.56
C 1.35 -1.22 -2.13
N 0.52 -2.19 -1.94
N -0.58 -1.79 -1.23
C -1.24 -2.60 -0.49
C -2.46 -2.06 0.13
C -3.32 -2.81 0.91
C -4.46 -2.20 1.41
C -4.73 -0.88 1.09
C -3.83 -0.19 0.30
N -2.71 -0.75 -0.16
C 2.55 -1.42 -2.92
C 2.82 -2.62 -3.59
C 3.98 -2.76 -4.31
C 4.90 -1.71 -4.36
C 4.66 -0.52 -3.72
C 3.47 -0.38 -3.01
H 3.83 1.59 -2.39
H 1.85 1.95 -1.24
H -0.93 -3.63 -0.33
H -3.10 -3.85 1.11
H -5.14 -2.76 2.05
H -5.62 -0.39 1.44
H -4.01 0.84 -0.01
H 2.10 -3.42 -3.52
H 4.19 -3.68 -4.83
H 5.82 -1.83 -4.92
H 5.37 0.30 -3.76
C -1.58 3.01 -2.08
O -1.33 1.70 -1.60
H -1.20 3.74 -1.37
H -2.66 3.16 -2.19
H -1.10 3.15 -3.05
O 0.12 -0.22 1.10
C -0.28 -0.10 2.27
C 0.67 -0.31 3.40
C 1.24 1.11 3.69
C 0.22 2.25 3.83
C -0.50 2.69 2.53
C -1.72 1.82 2.17
N -1.48 0.42 2.61
H 1.47 -1.00 3.13
H 0.16 -0.69 4.28
H 1.96 1.36 2.90
H 1.80 1.03 4.62
H 0.77 3.11 4.20
H -0.51 2.01 4.61
H 0.21 2.67 1.70
H -0.83 3.72 2.64
H -1.90 1.84 1.09
H -2.63 2.16 2.66
H -1.66 0.33 3.60
*
```

As for the HOMO energy (alpha / beta): -14.1 / -14.0 eV. As for the relative energy (zero: lowest compared OMol25 entry of this formula, charge and spin): 42.4 kcal/mol. The lowest unoccupied orbital energy (alpha / beta) comes out at -6.9 / -7.0 eV. The HOMO-LUMO gap (alpha / beta) comes out at 7.178 / 7.015 eV. Its expectation value of S² is 0.757. Its total energy is -1388.593153 hartree.

Atomic partial charges in e from the Löwdin method, atoms 1 to 5: 1.398 0.153 -0.097 0.014 -0.241



Molecular formula: C21H25N7O2SV
Method: DFT, ωB97M-V with the def2-TZVPD basis set

The geometry in ORCA input format:
```
! wB97M-V def2-TZVPD RIJCOSX def2/J DEFGRID3
* xyz 1 3
V -0.25 -0.02 0.51
C -2.16 -0.41 -1.87
C -3.04 0.49 -1.01
C -2.32 1.79 -0.71
C -2.86 2.96 -1.10
C -2.02 4.13 -1.14
C -0.79 4.10 -0.62
C -0.37 2.90 0.16
N -1.03 1.67 -0.20
N -1.18 -1.20 -1.07
C -1.84 -2.37 -0.44
C -0.97 -2.91 0.66
C -1.19 -4.14 1.25
C -0.33 -4.56 2.25
C 0.73 -3.74 2.62
C 0.88 -2.53 2.00
N 0.04 -2.10 1.04
C -0.08 -1.69 -1.94
C 1.13 -0.79 -1.93
C 2.08 -0.86 -2.93
C 3.23 -0.10 -2.82
C 3.40 0.71 -1.71
C 2.41 0.73 -0.75
N 1.29 0.00 -0.85
H -1.59 0.20 -2.57
H -2.76 -1.12 -2.46
H -3.35 -0.04 -0.11
H -3.94 0.72 -1.57
H -3.85 2.97 -1.54
H -2.37 5.03 -1.64
H -0.11 4.94 -0.66
H 0.70 2.77 0.11
H -2.02 -3.14 -1.20
H -2.81 -2.08 -0.04
H -2.02 -4.75 0.93
H -0.49 -5.51 2.74
H 1.43 -4.04 3.39
H 1.68 -1.85 2.26
H -0.45 -1.84 -2.96
H 0.24 -2.66 -1.57
H 1.92 -1.51 -3.78
H 3.98 -0.14 -3.60
H 4.29 1.31 -1.58
H 2.52 1.33 0.14
S -2.79 3.10 3.39
C -1.57 3.15 2.36
N -0.64 3.18 1.64
N -3.04 -0.93 2.26
N -1.83 -0.15 2.21
H -3.76 -0.38 1.81
H -3.34 -1.02 3.22
H -2.00 0.80 2.57
H -1.18 -0.57 2.88
O 2.71 0.05 2.80
C 1.79 0.82 2.70
O 0.73 0.60 1.91
H 1.80 1.82 3.12
*
```

As for the HOMO energy (alpha / beta): -9.9 / -10.1 eV. The lowest unoccupied orbital energy (alpha / beta) comes out at -3.0 / -3.0 eV. The HOMO-LUMO gap (alpha / beta) comes out at 6.986 / 7.053 eV. Its expectation value of S² is 2.012. Its total energy is -2691.069657 hartree.

Atomic partial charges in e from the Löwdin method, atoms 1 to 5: 0.943 -0.136 -0.108 -0.308 -0.044



Molecular formula: C21H25N7O3
Method: DFT, ωB97M-V with the def2-TZVPD basis set

The geometry in ORCA input format:
```
! wB97M-V def2-TZVPD RIJCOSX def2/J DEFGRID3
* xyz 0 1
C -3.13 -3.81 0.71
C -2.45 -2.91 -0.29
C -3.18 -2.24 -1.26
C -2.54 -1.42 -2.17
C -1.17 -1.30 -2.08
N -0.45 -1.92 -1.16
C -1.06 -2.71 -0.29
N -0.29 -3.36 0.66
C 1.06 -3.32 0.96
O 1.46 -4.00 1.88
C 1.91 -2.42 0.12
H 1.48 -1.42 0.16
H 1.87 -2.75 -0.92
C 3.36 -2.37 0.62
C 4.08 -1.26 -0.03
N 5.20 -1.32 -0.72
N 5.52 -0.12 -1.18
C 4.58 0.72 -0.78
C 4.37 2.10 -0.96
C 3.25 2.65 -0.42
C 2.33 1.83 0.33
N 2.54 0.54 0.51
N 3.64 0.03 -0.04
N 1.26 2.37 0.98
C 0.48 3.43 0.38
H -0.01 3.98 1.20
C -0.60 2.86 -0.54
H -0.14 2.29 -1.36
H -1.20 3.66 -0.97
C -1.51 1.89 0.25
O -2.28 2.60 1.20
C -3.49 2.97 0.60
H -3.47 4.03 0.31
H -4.30 2.81 1.32
C -3.61 2.05 -0.64
H -3.65 2.63 -1.57
O -2.44 1.26 -0.60
H -4.47 1.39 -0.59
C -0.66 0.83 0.95
H -1.31 0.23 1.58
C 0.43 1.49 1.78
H -0.03 2.10 2.56
H 1.07 0.74 2.24
H -0.23 0.19 0.18
H 1.11 4.12 -0.17
H 3.06 3.70 -0.51
H 5.08 2.68 -1.52
H 3.35 -2.21 1.71
H 3.88 -3.30 0.42
H -0.80 -3.99 1.28
H -0.61 -0.67 -2.76
H -3.10 -0.89 -2.93
H -4.26 -2.37 -1.29
H -2.76 -4.84 0.62
H -4.20 -3.82 0.54
H -2.95 -3.47 1.73
*
```

As for the HOMO energy: -8.4 eV. As for the relative energy (zero: lowest compared OMol25 entry of this formula, charge and spin): 19.6 kcal/mol. The lowest unoccupied orbital energy comes out at 0.3 eV. The HOMO-LUMO gap comes out at 8.796 eV. Its total energy is -1424.248858 hartree. The SMILES is Cc1cccnc1NC(=O)CCc1nnc2ccc(N3CCC4(CC3)OCCO4)nn12.

Atomic partial charges in e from the Löwdin method, atoms 1 to 5: -0.047 -0.198 -0.031 -0.072 -0.143